(1)
{
  "formula": "C3H9N",
  "method": "ωB97M-V/def2-TZVPD",
  "elements": ["C", "C", "C", "H", "H", "H", "H", "H", "H", "H", "H", "H", "N"],
  "positions_angstrom": [[-1.46282, 0.56133, -0.10161], [-0.57999, -0.66126, 0.27031], [1.41551, 0.55661, 0.11665], [-2.56243, 0.39041, 0.22465], [-1.08677, 1.45896, 0.38577], [-1.56384, 0.79803, -1.18585], [-0.52996, -0.89053, 1.36454], [-1.17122, -1.57136, -0.04400], [0.63460, -0.67494, -1.31891], [0.89310, 1.49989, -0.24381], [1.51468, 0.62543, 1.16915], [2.46475, 0.45996, -0.18631], [0.73870, -0.69085, -0.26819]],
  "atomic_forces_ev_per_a": [[-1.66, -0.22, 0.58], [-2.57, -1.68, 0.26], [0.41, 0.19, -1.32], [1.84, 0.26, -0.23], [-0.29, 0.12, 0.05], [0.52, -0.51, 0.54], [0.02, 0.96, -0.55], [0.80, 0.68, -0.19], [0.36, -0.13, 1.48], [0.98, -1.01, 0.19], [-0.40, -0.06, 1.28], [-0.27, 0.51, -0.50], [0.26, 0.89, -1.58]],
  "e_lumo_ev": 1.2,
  "gap_ev": 10.21,
  "homo_energy_ev": -9.04
}

(2)
{
  "formula": "C4H5ClFO2",
  "method": "ωB97M-V/def2-TZVPD",
  "elements": ["C", "C", "C", "C", "O", "O", "F", "Cl", "H", "H", "H", "H", "H"],
  "positions_angstrom": [[2.84746, 0.73105, -0.21204], [-0.40195, 0.03881, -0.91010], [-0.60172, 0.60225, 0.26143], [2.92534, -0.27920, 0.71817], [2.31750, 0.30579, -1.43075], [3.07022, 1.92918, -0.06645], [3.41861, -0.02220, 2.00458], [2.15320, -1.81551, 0.61261], [0.52070, 0.26646, -1.39659], [1.99440, -0.56586, -1.23085], [-1.23671, -0.57084, -1.36714], [-1.52896, 0.45908, 0.85260], [0.21590, 1.21166, 0.80124]],
  "atomic_forces_ev_per_a": [[-0.82, -0.27, 0.74], [-1.97, -0.38, -0.36], [0.52, 0.97, 2.22], [1.03, 0.49, 0.87], [0.89, 0.58, -0.64], [0.67, 0.60, -0.11], [-0.50, -0.14, -0.65], [0.02, -0.52, 0.10], [-0.27, -0.13, -0.62], [0.00, -0.95, -0.32], [1.18, 0.65, 0.36], [0.56, 0.05, -0.46], [-1.31, -0.97, -1.13]],
  "e_lumo_ev": 3.6,
  "gap_ev": 6.20,
  "homo_energy_ev": -2.60,
  "total_charge": -1
}

(3)
{
  "formula": "C4H3O3",
  "method": "ωB97M-V/def2-TZVPD",
  "elements": ["C", "C", "C", "C", "O", "O", "O", "H", "H", "H"],
  "positions_angstrom": [[-0.19595, 0.29026, 0.75753], [0.73506, 0.74877, -0.26693], [-0.63231, -0.80305, -0.00611], [0.33401, -0.50067, -1.15482], [1.54816, 1.59908, -0.49543], [-1.43504, -1.72390, 0.09782], [-0.72937, 1.09362, 1.80613], [-0.23709, -0.26955, -2.18114], [1.09625, -1.29140, -1.34392], [-0.48371, 0.85684, 2.78686]],
  "atomic_forces_ev_per_a": [[0.86, 2.19, 0.05], [-1.50, -2.62, 0.15], [-0.30, -0.50, -0.04], [-0.63, 0.28, -1.53], [1.09, 1.71, 0.01], [-0.55, -0.42, 0.20], [0.45, -1.00, 2.11], [1.21, -0.31, 2.14], [-0.32, 0.57, 0.08], [-0.31, 0.10, -3.17]],
  "e_lumo_ev": 4.0,
  "gap_ev": 7.31,
  "homo_energy_ev": -3.33,
  "total_charge": -1
}